Molecular formula: C20H15F3IN3O2RhS
Method: DFT, wB97M-V/def2-TZVPD

Atoms and positions in Å:
Rh (-0.1289, -1.0976, 1.4892)
C (1.9822, 2.5361, 3.5465)
C (1.2840, 2.7769, 2.2463)
N (1.4845, 3.9023, 1.6095)
C (0.8488, 4.1557, 0.4449)
C (-0.0409, 3.2909, -0.1267)
C (-0.7654, 3.6300, -1.4016)
O (-0.6835, 2.5825, -2.3671)
C (-0.2531, 2.0458, 0.5173)
C (-1.2458, 1.1441, 0.0180)
N (-1.3608, -0.1010, 0.3298)
C (-2.4913, -0.8579, -0.1070)
C (-2.9031, -0.8567, -1.4299)
C (-4.0283, -1.5853, -1.7893)
C (-4.7278, -2.3153, -0.8408)
C (-4.3101, -2.3326, 0.4851)
C (-3.1925, -1.6029, 0.8345)
I (-2.4302, -1.5768, 2.7834)
C (0.4183, 1.7606, 1.7186)
O (0.2883, 0.6502, 2.3872)
H (1.2723, 2.6054, 4.3740)
H (2.7525, 3.2894, 3.6849)
H (2.4140, 1.5363, 3.5855)
H (1.0748, 5.1076, -0.0210)
H (-0.3875, 4.5731, -1.7991)
H (-1.8310, 3.7731, -1.2073)
H (0.1502, 2.6602, -2.8412)
H (-2.0100, 1.5359, -0.6462)
H (-2.3401, -0.2996, -2.1689)
H (-4.3512, -1.5900, -2.8211)
H (-5.5992, -2.8864, -1.1296)
H (-4.8480, -2.9110, 1.2233)
F (3.6534, -4.7166, -1.9069)
C (2.6468, -4.4325, -1.0753)
F (2.8520, -5.0985, 0.0682)
F (1.5157, -4.8996, -1.6211)
C (2.5523, -2.9474, -0.8239)
C (3.4552, -2.0466, -1.3639)
C (3.3322, -0.6864, -1.0957)
C (2.3034, -0.2576, -0.2788)
N (1.4423, -1.1370, 0.2327)
C (1.5350, -2.4509, -0.0221)
S (0.2295, -3.2685, 0.8236)
H (4.2528, -2.4134, -1.9961)
H (4.0262, 0.0303, -1.5077)
H (2.1619, 0.7815, -0.0145)

Cartesian forces (eV/Å) of the 2 atoms listed first:
Rh -0.1 0.2 0.3
C 0.0 0.0 0.0

Total charge: +1
Energy above the lowest of the compared OMol25 structures with the same formula, charge and spin, kJ/mol: 8.2
Gap between HOMO and LUMO, eV: 6.54
F_max, eV/A: 0.39
Spin multiplicity: 1

Molecular formula: C16H31BNO8
Method: DFT, wB97M-V/def2-TZVPD

Atoms and positions in Å:
C (-1.3221, 9.1156, 5.2751)
C (-1.9171, 7.6053, 4.9135)
O (-1.9734, 7.5290, 3.4459)
C (-3.2514, 6.9886, 2.9579)
C (-3.1223, 5.3478, 2.6997)
O (-2.6226, 5.0265, 1.3283)
C (-2.1257, 3.6202, 1.4750)
C (-2.6206, 2.6546, 0.2023)
O (-1.5933, 2.5839, -0.8486)
C (-0.5746, 1.5647, -0.5395)
C (-0.0115, 0.9893, -1.9991)
B (0.8380, -0.4060, -1.8069)
N (1.2358, -0.8426, -0.3778)
O (1.2492, -1.3058, -2.9160)
H (-1.8341, 9.4230, 6.2944)
H (-1.5107, 9.9025, 4.4158)
H (-0.1509, 9.0235, 5.4571)
H (-2.9471, 7.5045, 5.4591)
H (-1.1397, 6.8305, 5.3440)
H (-4.1587, 7.1211, 3.6884)
H (-3.5183, 7.5858, 1.9729)
H (-2.3368, 4.9746, 3.5123)
H (-4.1669, 4.8170, 2.7983)
H (-2.5826, 3.0877, 2.4405)
H (-0.9393, 3.6466, 1.5643)
H (-3.6636, 3.0240, -0.2282)
H (-2.8484, 1.5794, 0.6671)
H (-0.9946, 0.6188, 0.0283)
H (0.2628, 2.0489, 0.1213)
H (-0.9909, 0.7740, -2.6257)
H (0.8327, -1.8180, -0.2875)
H (2.2877, -0.9512, -0.4509)
H (0.4448, -1.8567, -3.2085)
O (0.6775, -3.9341, -2.9116)
C (1.4949, -4.3261, -3.7280)
O (2.2464, -5.4567, -3.5830)
C (3.1684, -5.5486, -4.6681)
C (2.5742, -4.7072, -5.7671)
C (1.8553, -3.6247, -5.0025)
H (4.1400, -5.1700, -4.3338)
H (3.2800, -6.5942, -4.9696)
H (3.3208, -4.3255, -6.4685)
H (1.8472, -5.2996, -6.3360)
H (2.5141, -2.7825, -4.7730)
H (0.9621, -3.2851, -5.5319)
O (1.7740, -6.9408, 3.0820)
C (1.5876, -6.5178, 1.9531)
O (0.4184, -5.9585, 1.5238)
C (0.5178, -5.6787, 0.1283)
C (1.9945, -5.5940, -0.1563)
C (2.5775, -6.5750, 0.8292)
H (0.0334, -6.4895, -0.4259)
H (0.0044, -4.7394, -0.0969)
H (2.2460, -5.8171, -1.1965)
H (2.3589, -4.5848, 0.0710)
H (2.6020, -7.5911, 0.4259)
H (3.5709, -6.2662, 1.1627)

Cartesian forces (eV/Å) of the 2 atoms listed first:
C 0.4 -0.7 0.6
C 1.2 1.4 0.4

Total charge: -1
Energy above the lowest of the compared OMol25 structures with the same formula, charge and spin, kJ/mol: 426.2
Gap between HOMO and LUMO, eV: 4.26
F_max, eV/A: 3.63
Spin multiplicity: 1

Molecular formula: C24H54FN4O4
Method: DFT, wB97M-V/def2-TZVPD

Atoms and positions in Å:
C (-3.6986, 4.6522, -0.0527)
C (-3.0902, 4.0331, -1.4009)
N (-3.8041, 2.8490, -1.9513)
C (-3.8483, 1.6903, -1.0250)
C (-3.2617, 0.3467, -1.6945)
N (-2.7979, -0.7005, -0.7217)
F (-3.0840, -1.9161, -1.3219)
C (-3.6084, -0.7363, 0.5709)
O (-2.9822, 0.0095, 1.6341)
C (-3.9728, 0.3488, 2.6215)
C (-4.4039, 1.8278, 3.0239)
O (-4.5230, -0.5941, 3.2547)
C (-1.3190, -0.7236, -0.4524)
C (-0.5699, 0.6837, -0.5331)
C (0.6869, 0.7039, 0.5137)
O (0.0443, 0.7617, -1.8591)
C (-5.1010, 3.1564, -2.5502)
C (-5.8309, 4.5695, -2.5891)
O (-5.6896, 2.1927, -3.1417)
H (-3.2618, 5.6988, 0.1481)
H (-3.3817, 4.0186, 0.8628)
H (-4.8355, 4.7415, -0.0350)
H (-2.0091, 3.6958, -1.1632)
H (-2.9911, 4.8539, -2.1895)
H (-3.3240, 1.9339, -0.0433)
H (-4.9677, 1.4803, -0.8178)
H (-2.4852, 0.5885, -2.5164)
H (-4.1460, -0.1269, -2.2721)
H (-3.5763, -1.8477, 0.8940)
H (-4.7163, -0.5036, 0.4067)
H (-5.1747, 1.8051, 3.8817)
H (-3.5083, 2.4366, 3.4234)
H (-4.9253, 2.3855, 2.1621)
H (-1.0340, -1.2462, 0.5363)
H (-0.8547, -1.3915, -1.2757)
H (-1.1948, 1.5971, -0.2656)
H (0.6533, -0.1578, 1.2610)
H (0.6851, 1.6923, 1.1151)
H (1.6872, 0.6640, -0.0342)
H (0.1800, 1.7008, -2.1076)
H (-5.1322, 5.4713, -2.4332)
H (-6.4249, 4.7712, -3.5406)
H (-6.5923, 4.6291, -1.7191)
C (-0.6659, -2.0549, 4.0739)
C (0.4556, -3.0127, 4.4555)
N (1.7690, -2.6043, 3.9709)
C (2.7828, -3.6510, 4.0984)
C (3.1608, -4.1029, 5.5073)
C (2.2083, -1.2637, 4.3469)
C (2.2966, -0.9370, 5.8374)
H (-0.7030, -1.9028, 2.9898)
H (-1.6293, -2.4687, 4.3861)
H (-0.5584, -1.0824, 4.5599)
H (0.2064, -3.9865, 4.0203)
H (0.4473, -3.1467, 5.5446)
H (3.6912, -3.3402, 3.5713)
H (2.4283, -4.5302, 3.5463)
H (3.7933, -3.3714, 6.0101)
H (3.7396, -5.0297, 5.4490)
H (2.2884, -4.3035, 6.1320)
H (1.5317, -0.5370, 3.8819)
H (3.1794, -1.0561, 3.8840)
H (1.4284, -1.2920, 6.3978)
H (2.3452, 0.1483, 5.9715)
H (3.1972, -1.3512, 6.2896)
C (6.6343, -0.2019, -4.8919)
C (5.6230, -0.5367, -3.8020)
N (4.2949, 0.0194, -4.0377)
C (3.4178, -0.0687, -2.8733)
C (3.0270, -1.4628, -2.3855)
C (3.6703, -0.3168, -5.3136)
C (3.4634, -1.7969, -5.6349)
H (6.7097, 0.8790, -5.0419)
H (7.6237, -0.5688, -4.6039)
H (6.3801, -0.6702, -5.8453)
H (6.0154, -0.1265, -2.8651)
H (5.5906, -1.6268, -3.6761)
H (2.5055, 0.5075, -3.0628)
H (3.9090, 0.4536, -2.0423)
H (2.2816, -1.9234, -3.0342)
H (2.5734, -1.3870, -1.3914)
H (3.8840, -2.1333, -2.3012)
H (4.2723, 0.1216, -6.1167)
H (2.7060, 0.1979, -5.3934)
H (4.3390, -2.4052, -5.3964)
H (3.2709, -1.9149, -6.7059)
H (2.5997, -2.2078, -5.1120)

Cartesian forces (eV/Å) of the 2 atoms listed first:
C 0.5 0.0 0.7
C 1.1 0.7 0.8

Total charge: +1
Gap between HOMO and LUMO, eV: 7.01
F_max, eV/A: 5.41
Spin multiplicity: 1

Molecular formula: C20H30N3O6SbY
Method: DFT, wB97M-V/def2-TZVPD

Atoms and positions in Å:
Y (-1.0838, 1.1648, -0.4521)
O (-0.8767, 3.2409, 0.8336)
C (-2.1579, 3.8855, 1.0588)
C (-2.9190, 3.9919, -0.2453)
N (-3.1978, 2.6668, -0.8208)
C (-4.3132, 1.9919, -0.1205)
C (-3.7693, 1.1067, 1.0021)
O (-4.2553, 1.1235, 2.1066)
O (-2.7476, 0.3659, 0.6264)
C (-3.3477, 2.7234, -2.2938)
C (-2.1009, 2.1305, -2.9574)
O (-2.2029, 1.4754, -3.9743)
O (-0.9880, 2.3556, -2.3042)
H (-0.2830, 3.8728, 0.4119)
H (-2.0013, 4.8729, 1.4918)
H (-2.6754, 3.2676, 1.7908)
H (-2.3072, 4.5490, -0.9569)
H (-3.8442, 4.5560, -0.0787)
H (-4.8213, 1.3257, -0.8184)
H (-5.0425, 2.7013, 0.2718)
H (-3.4784, 3.7496, -2.6464)
H (-4.2197, 2.1633, -2.6197)
C (0.2085, -3.0579, -1.6268)
Sb (-0.6198, -1.2393, -2.3817)
C (-2.1882, -1.9855, -3.6124)
C (0.8139, -0.7624, -3.8778)
H (0.2816, -3.7845, -2.4344)
H (-0.4252, -3.4556, -0.8362)
H (1.2027, -2.8547, -1.2316)
H (-1.7739, -2.7323, -4.2871)
H (-2.5929, -1.1495, -4.1789)
H (-2.9659, -2.4310, -2.9960)
H (0.9581, -1.6161, -4.5372)
H (1.7590, -0.4943, -3.4084)
H (0.4284, 0.0858, -4.4406)
C (3.3216, -1.7270, 3.8214)
N (2.1048, -1.3850, 3.0983)
N (2.1903, -0.7037, 1.9008)
C (1.0187, -0.0342, 1.6966)
O (0.7990, 0.5891, 0.6054)
C (0.2145, -0.2421, 2.8350)
C (0.9294, -1.0517, 3.6814)
C (0.5984, -1.5216, 5.0530)
C (3.0901, -1.1233, 0.8740)
C (3.7422, -0.1660, 0.1149)
C (4.5785, -0.5724, -0.9140)
C (4.7760, -1.9234, -1.1628)
C (4.1272, -2.8755, -0.3861)
C (3.2712, -2.4784, 0.6283)
H (4.1062, -1.9666, 3.1101)
H (3.1362, -2.6047, 4.4349)
H (3.6522, -0.9020, 4.4546)
H (-0.7831, 0.1394, 2.9787)
H (-0.4321, -1.2721, 5.2895)
H (1.2456, -1.0524, 5.7960)
H (0.7269, -2.6015, 5.1287)
H (3.5865, 0.8820, 0.3318)
H (5.0882, 0.1689, -1.5143)
H (5.4387, -2.2364, -1.9581)
H (4.2780, -3.9295, -0.5764)
H (2.7416, -3.2136, 1.2221)

Cartesian forces (eV/Å) of the 2 atoms listed first:
Y 0.0 0.6 0.1
O -0.1 -0.2 -0.1

Total charge: +1
Energy above the lowest of the compared OMol25 structures with the same formula, charge and spin, kJ/mol: 0.0
Gap between HOMO and LUMO, eV: 9.51
F_max, eV/A: 0.61
Spin multiplicity: 1

Molecular formula: C6H12Cl6
Method: DFT, wB97M-V/def2-TZVPD

Atoms and positions in Å:
Cl (2.2332, -1.2394, -2.1910)
C (2.1703, 0.2649, -3.2121)
C (1.3209, 0.0936, -4.4263)
Cl (1.2270, 1.5786, -5.4134)
H (3.1807, 0.4545, -3.5742)
H (1.9250, 1.0985, -2.5540)
H (0.2926, -0.0421, -4.0911)
H (1.5486, -0.7611, -5.0633)
Cl (-2.5835, -0.4590, 3.8466)
C (-1.0689, -0.1322, 4.7556)
C (0.0465, -0.0459, 3.6990)
Cl (1.5951, 0.1325, 4.5544)
H (-0.8490, -1.0267, 5.3383)
H (-1.1255, 0.6910, 5.4678)
H (0.0167, 0.8694, 3.1078)
H (0.0181, -0.9120, 3.0378)
Cl (-2.5281, -1.6529, -0.7846)
C (-1.3851, -0.3207, -1.0784)
C (-0.8974, 0.2286, 0.1993)
Cl (-2.1457, 1.1402, 1.0576)
H (-1.9052, 0.3811, -1.7304)
H (-0.5754, -0.6257, -1.7413)
H (-0.0401, 0.8777, 0.0209)
H (-0.4708, -0.5928, 0.7750)

Cartesian forces (eV/Å) of the 2 atoms listed first:
Cl -0.3 0.5 -0.4
C 1.7 0.0 -0.1

Total charge: +1
Energy above the lowest of the compared OMol25 structures with the same formula, charge and spin, kJ/mol: 5.7
Gap between HOMO and LUMO (alpha / beta), eV: 10.44 / 3.07
F_max, eV/A: 1.99
Spin multiplicity: 2

Molecular formula: CH2O3
Method: DFT, wB97M-V/def2-TZVPD

Atoms and positions in Å:
C (-0.0085, 0.3928, 0.0143)
H (-1.5200, -0.7118, 0.0021)
H (1.6166, -0.5263, 0.0208)
O (-1.3354, 0.2222, -0.0102)
O (0.6855, -0.8095, -0.0144)
O (0.5619, 1.4325, -0.0125)

Cartesian forces (eV/Å) of the 2 atoms listed first:
C 0.7 -1.2 -0.6
H -0.2 -0.7 0.0

SMILES: O=C(O)O
Energy above the lowest of the compared OMol25 structures with the same formula, charge and spin, kJ/mol: 10.8
Gap between HOMO and LUMO, eV: 11.86
F_max, eV/A: 1.48
Spin multiplicity: 1